Formula: C4H12N2O2
Source: the Open Molecules 2025 dataset
Level of theory: the ωB97M-V functional and the def2-TZVPD basis

- energy above the lowest of the compared OMol25 structures with the same formula, charge and spin (kcal per mole) = 28.8
- SMILES string = NC[C@@H](N)CC(O)O
- total charge = 0
- lowest unoccupied orbital energy (eV) = 0.891
- gap between HOMO and LUMO (eV) = 10.23
- energy (a.u.) = -419.60260

Atoms and positions in Å:
O1 0.504 2.417 0.621
O2 1.845 0.536 0.503
N1 -1.099 0.332 1.089
N2 0.290 -1.999 0.500
C1 0.050 0.733 -1.079
C2 1.077 1.479 -0.217
C3 -0.765 -1.608 -0.419
C4 -1.016 -0.088 -0.308
H1 1.751 2.043 -0.888
H2 -1.967 -0.001 1.495
H3 2.350 1.014 1.170
H4 -0.452 1.497 -1.675
H5 -0.257 1.971 1.051
H6 0.550 -2.967 0.353
H7 1.111 -1.419 0.347
H8 -0.563 -1.860 -1.473
H9 -1.986 0.120 -0.776
H10 -1.675 -2.142 -0.120
H11 -0.342 -0.137 1.586
H12 0.597 0.080 -1.759

Mulliken population analysis, charges in e, atoms 1 to 5:
1. O -0.58
2. O -0.49
3. N -0.76
4. N -0.57
5. C -0.97